Entry 1:
Computed, not measured: a molecular structure, C26H37AsN2O2PS4Se2Ti in a non-equilibrium geometry, with wB97M-V/def2-TZVPD.

Values from the calculation:
Multiplicity: 2
Max |F|: 1.138 eV/A
LUMO energy (alpha / beta): -0.830 / -1.789 eV
Total energy: -301918.8836 eV
HOMO (alpha / beta): -7.2175 / -7.4264 eV
Expectation value of S²: 0.763

Cartesian coordinates (Å):
Se  0.66  -2.52  0.41
Se  -2.95  -2.96  0.14
As  2.01  -0.02  -2.13
Ti  -0.89  -0.42  0.29
S  -3.29  -0.15  0.61
S  -1.10  1.73  -0.75
S  -1.59  2.28  2.68
S  1.13  0.70  1.16
P  0.25  1.69  2.71
O  0.44  0.76  4.02
O  1.29  2.89  2.94
N  -1.06  -1.32  2.15
N  -1.55  -1.25  -1.54
C  -2.08  -2.66  -3.89
C  -3.72  0.83  -0.78
C  -4.44  2.48  -2.89
C  -5.03  0.83  -1.26
C  2.32  -1.50  -3.40
C  -1.15  -3.29  4.08
C  1.12  2.14  -3.89
C  -1.94  -2.15  4.20
C  2.12  -2.88  -2.78
C  5.01  0.04  -2.07
C  -2.75  1.66  -1.36
C  1.71  -1.04  4.96
C  0.79  3.87  5.15
C  -1.87  -1.19  3.22
C  -0.31  -3.43  2.99
C  -1.21  -0.76  -2.76
C  -2.50  -3.14  -2.66
C  1.77  0.37  4.44
C  -2.25  -2.41  -1.51
C  -0.29  -2.42  2.02
C  3.76  -0.05  -1.21
C  0.94  4.09  3.66
C  2.38  1.42  -3.43
C  -5.39  1.65  -2.31
C  -3.14  2.49  -2.42
C  -1.45  -1.42  -3.94
H  2.91  0.99  -4.28
H  2.67  -1.30  5.41
H  -2.61  -2.01  5.04
H  1.74  4.79  3.44
H  -3.04  -4.07  -2.57
H  -0.73  0.21  -2.76
H  -1.16  -0.97  -4.88
H  0.57  2.56  -3.04
H  1.70  3.44  5.57
H  3.06  2.12  -2.95
H  -2.27  -3.22  -4.79
H  2.41  -3.67  -3.48
H  5.90  -0.02  -1.45
H  0.61  4.83  5.64
H  -6.41  1.64  -2.67
H  2.46  0.44  3.60
H  2.09  1.07  5.21
H  -2.39  3.14  -2.87
H  -1.19  -4.07  4.83
H  3.77  -0.96  -0.61
H  -5.76  0.18  -0.78
H  1.62  -1.35  -4.22
H  0.44  1.47  -4.43
H  3.72  0.78  -0.51
H  2.73  -3.01  -1.88
H  -4.72  3.13  -3.72
H  5.06  0.97  -2.63
H  1.50  -1.74  4.16
H  1.37  2.97  -4.57
H  -0.05  3.21  5.36
H  0.31  -4.30  2.84
H  0.01  4.48  3.24
H  5.07  -0.78  -2.79
H  0.93  -1.13  5.72
H  3.32  -1.40  -3.81
H  1.08  -3.05  -2.50
H  -2.46  -0.29  3.27

---

Entry 2:
Computed, not measured: 3 unconnected molecules or ions with the total composition C26H37BBr3Cl2N6O6 in a non-equilibrium geometry, with wB97M-V/def2-TZVPD.

Values from the calculation:
Max |F|: 1.395 eV/A
LUMO energy: -2.572 eV
Total energy: -284626.3924 eV
HOMO: -11.5233 eV
Charge: +1

Cartesian coordinates (Å):
Br  -2.64  6.66  0.80
Br  -3.38  4.47  -1.58
Br  -0.03  0.04  -0.99
Cl  1.51  5.20  0.69
Cl  -1.11  6.98  -2.17
O  -1.42  -7.98  -1.80
O  0.80  -4.80  3.66
O  -2.74  -6.29  -1.94
O  1.36  5.91  -3.63
O  -0.52  -4.09  2.12
O  3.82  0.54  -0.43
N  1.45  3.25  -1.47
N  2.78  0.94  -2.58
N  -0.55  -0.90  2.28
N  -1.65  -6.79  -1.80
N  -0.41  2.40  0.46
N  -0.06  -4.97  2.84
C  -0.20  4.11  -2.92
C  1.79  -5.57  -1.03
C  1.19  0.83  1.45
C  0.41  7.83  -0.13
C  -0.76  -4.53  -1.42
C  0.29  -3.69  -1.10
C  -0.59  -6.33  2.66
C  0.02  6.62  -0.93
C  1.56  -4.21  -0.90
C  -2.67  4.28  2.26
C  0.86  4.60  -3.89
C  -1.52  -8.89  2.27
C  -0.52  -5.89  -1.52
C  0.70  1.45  0.13
C  0.74  -6.42  -1.34
C  -0.57  -8.64  3.25
C  -2.19  3.89  -0.18
C  -0.10  -7.35  3.45
C  1.83  2.23  -0.50
C  0.47  5.38  -0.73
C  -1.55  -6.55  1.69
C  -1.97  4.86  1.03
C  -2.01  -7.84  1.49
C  0.13  0.38  2.48
C  0.18  4.04  -1.41
C  -0.91  3.23  -0.71
B  2.88  1.20  -1.20
H  0.01  -1.53  1.71
H  -1.21  1.82  0.72
H  -3.70  4.03  2.04
H  -0.33  3.06  -3.19
H  2.38  2.66  0.35
H  -1.24  2.47  -1.42
H  -1.15  4.59  -3.08
H  -2.58  4.95  3.11
H  1.69  3.90  -3.96
H  0.67  0.32  3.43
H  -2.17  3.35  2.54
H  0.90  -7.49  -1.42
H  0.12  -2.63  -0.99
H  -0.12  2.98  1.25
H  -0.62  1.14  2.65
H  1.48  7.86  0.06
H  2.38  -3.55  -0.65
H  3.51  0.33  -2.92
H  -0.91  4.92  1.26
H  -0.15  7.83  0.80
H  1.81  -0.03  1.23
H  -0.19  -9.45  3.85
H  2.22  3.89  -1.59
H  0.65  -7.15  4.20
H  -1.76  -4.14  -1.56
H  -1.88  -9.90  2.10
H  0.38  4.60  -4.87
H  4.18  1.12  0.24
H  -1.42  -0.77  1.79
H  2.78  -5.98  -0.87
H  0.13  8.72  -0.67
H  1.83  1.55  1.95
H  -1.92  -5.74  1.09
H  2.31  5.89  -3.72
H  -2.75  -8.03  0.73
H  2.74  1.75  -3.18
H  -2.76  3.07  0.25

---

Entry 3:
Computed, not measured: 4 unconnected molecules or ions with the total composition C26H37F9N2O6S in a non-equilibrium geometry, with wB97M-V/def2-TZVPD.

Values from the calculation:
SMILES: FC(F)(CCCCc1cccc2nccnc12)C(F)(F)S(F)(F)(F)(F)F.CCOC(C)=O.CCOC(C)=O.CCOC(C)=O
Max |F|: 3.264 eV/A
LUMO energy: -0.121 eV
Total energy: -78118.2086 eV
HOMO: -8.8922 eV

Cartesian coordinates (Å):
S  -3.70  -4.20  -3.92
F  -5.07  -2.39  -2.60
F  -4.98  -4.71  -3.09
F  -4.22  -1.61  -4.39
F  -2.50  -3.79  -4.88
F  -2.94  -2.19  -1.16
F  -2.74  -4.54  -2.70
F  -4.72  -3.93  -5.16
F  -1.57  -2.03  -2.95
F  -3.52  -5.70  -4.43
O  1.25  0.23  4.09
O  1.76  -3.16  -0.78
O  1.08  1.75  8.11
O  0.48  0.39  2.04
O  1.74  3.72  8.84
O  3.75  -2.78  -1.65
N  -0.15  3.76  -7.74
N  0.84  2.95  -5.11
C  2.88  -3.57  -1.41
C  1.11  3.82  -7.34
C  -3.24  2.77  -6.05
C  2.95  2.66  6.97
C  2.71  4.76  8.96
C  -3.01  -0.27  -2.46
C  1.87  2.66  8.03
C  -3.95  -2.42  -3.36
C  0.70  -0.31  2.99
C  -1.87  1.90  -1.93
C  2.65  -1.31  5.36
C  -2.35  3.18  -6.98
C  -0.83  1.99  -3.09
C  -0.49  2.90  -5.45
C  1.61  3.42  -6.07
C  -1.42  2.43  -4.44
C  0.72  -4.86  0.60
C  -2.75  2.38  -4.75
C  3.04  -5.03  -1.74
C  -2.82  -1.82  -2.47
C  2.52  5.81  7.89
C  -0.94  3.29  -6.73
C  -2.11  0.44  -1.42
C  1.39  -0.46  5.34
C  0.60  -3.97  -0.61
C  0.44  -1.79  2.95
H  -2.72  3.46  -7.98
H  -2.72  0.56  -0.50
H  1.46  0.31  6.11
H  3.29  1.64  6.84
H  2.68  3.49  -5.87
H  2.55  5.21  9.94
H  1.84  4.21  -8.07
H  -3.44  2.02  -3.98
H  -0.20  -5.44  0.76
H  2.77  -1.79  6.33
H  3.61  -5.52  -0.94
H  -1.17  -0.08  -1.20
H  3.60  -5.12  -2.67
H  -4.07  0.02  -2.42
H  0.49  -1.04  5.57
H  3.52  -0.69  5.15
H  0.25  -2.24  3.92
H  1.51  6.22  7.93
H  -0.46  -1.97  2.35
H  2.11  -5.56  -1.89
H  -0.23  -3.28  -0.47
H  0.38  -4.53  -1.52
H  -4.31  2.69  -6.25
H  3.72  4.35  8.97
H  0.91  -4.26  1.49
H  1.55  -5.56  0.51
H  1.28  -2.29  2.47
H  3.23  6.63  8.02
H  -0.36  0.99  -3.19
H  -2.82  2.42  -2.13
H  -1.42  2.43  -1.06
H  -2.65  0.05  -3.46
H  -0.05  2.71  -2.82
H  2.62  -2.09  4.59
H  2.66  5.40  6.89
H  3.82  3.25  7.24
H  2.52  3.03  6.04

---

Entry 4:
Computed, not measured: a molecular structure, C26H37GdO8P2 in a non-equilibrium geometry, with wB97M-V/def2-TZVPD.

Values from the calculation:
Multiplicity: 8
Max |F|: 4.211 eV/A
LUMO energy (alpha / beta): -4.686 / -8.149 eV
Total energy: -83342.8042 eV
HOMO (alpha / beta): -12.7373 / -12.7345 eV
Charge: +2
Expectation value of S²: 16.022

Cartesian coordinates (Å):
Gd  0.25  0.45  0.86
P  -0.12  -2.33  0.85
P  -2.46  -0.17  1.40
O  2.71  0.86  1.31
O  1.24  -0.29  3.13
O  2.25  0.99  -6.01
O  0.06  2.15  2.68
O  0.23  0.76  -7.09
O  1.13  2.71  0.25
O  1.18  -0.12  -0.95
O  -0.83  0.76  -0.92
C  3.48  0.14  2.28
C  0.16  0.39  -3.05
C  -3.64  1.16  0.94
C  1.27  0.74  -5.11
C  -1.89  -3.41  -1.06
C  0.89  3.31  2.59
C  2.47  2.64  -0.26
C  1.63  0.99  -7.29
C  -3.36  -0.94  2.81
C  -1.06  0.27  -3.71
C  1.06  -3.29  -0.16
C  -1.13  0.35  -5.10
C  0.84  3.78  1.15
C  -4.09  -2.57  -1.52
C  -2.70  -1.47  0.12
C  1.36  0.61  -3.75
C  -1.68  -2.41  -0.11
C  2.53  -0.87  2.92
C  -0.50  -3.53  2.19
C  0.04  0.61  -5.77
C  -3.08  -3.49  -1.77
C  -3.90  -1.57  -0.58
C  1.18  0.62  4.23
C  0.17  0.33  -1.59
C  3.43  1.94  0.70
C  0.00  1.55  3.99
H  2.84  3.64  -0.49
H  1.02  0.07  5.16
H  3.89  0.84  3.01
H  0.76  -4.34  -0.21
H  -3.50  1.99  1.64
H  -4.24  -1.44  2.44
H  1.77  1.97  -7.77
H  1.13  -2.86  -1.15
H  -1.95  0.08  -3.13
H  -0.17  4.12  0.91
H  -5.02  -2.63  -2.07
H  -2.73  -1.66  3.33
H  2.95  -1.25  3.85
H  -1.12  -4.15  -1.25
H  2.32  0.67  -3.24
H  -0.83  -4.46  1.74
H  3.80  2.62  1.47
H  -0.92  0.97  4.00
H  -4.70  -0.87  -0.40
H  1.92  3.06  2.88
H  -4.67  0.81  1.03
H  -3.66  -0.16  3.52
H  -3.44  1.50  -0.07
H  -1.28  -3.16  2.85
H  1.54  4.61  1.00
H  -2.06  0.23  -5.63
H  4.32  -0.37  1.80
H  4.28  1.56  0.14
H  2.05  -3.24  0.30
H  -3.21  -4.27  -2.50
H  0.40  -3.71  2.78
H  2.39  2.06  -1.18
H  2.37  -1.70  2.24
H  0.51  4.09  3.25
H  2.11  1.19  4.31
H  2.05  0.20  -7.92
H  -0.06  2.32  4.76